117
Properties=species:S:1:pos:R:3:forces:R:3 method="wB97M-V/def2-TZVPD" s2=2.28 multiplicity=3 homo_energy_ev="-2.96 / -5.22" charge=-1
V 0.6490 0.0919 0.7579 0.81 0.41 -0.42
C 1.8829 -3.9796 -0.2031 -0.32 0.00 0.20
C 1.1569 -2.7754 -0.0762 1.98 0.84 -0.86
N 1.7969 -1.6418 0.3371 -3.56 -1.18 0.24
C 2.9779 -1.6728 0.9257 1.99 -0.41 0.67
C 3.7742 -2.8809 0.8660 0.34 0.93 0.51
C 3.1919 -4.0201 0.2977 -0.23 0.13 -0.97
C 5.1180 -2.7650 1.3710 -0.22 1.87 0.64
C 5.5829 -1.5509 1.9210 -0.47 -3.04 -0.91
C 4.7606 -0.4238 2.1180 -1.78 0.60 0.11
C 5.1069 0.7255 2.8539 -1.12 -0.85 -0.98
C 4.1454 1.7423 2.9507 0.51 1.20 0.55
C 2.8842 1.6554 2.4018 1.40 0.32 -0.66
N 2.5279 0.5738 1.6532 -1.09 -0.82 0.37
C 3.4114 -0.4819 1.6120 1.06 -0.71 -0.75
H 1.4199 -4.8344 -0.7396 0.35 0.67 0.72
H 0.1693 -2.6217 -0.5088 0.13 -0.21 0.34
H 3.8088 -4.8994 0.0831 -0.20 0.22 0.39
H 5.7681 -3.6223 1.3910 0.15 -0.20 -0.17
H 6.5994 -1.5940 2.2743 0.22 0.42 0.21
H 6.0559 0.7767 3.3048 1.01 0.29 0.48
H 4.5183 2.6768 3.4185 -0.80 -0.55 -0.18
H 2.2743 2.5462 2.3220 -0.34 -0.21 0.28
S -4.1873 3.0328 2.2321 0.46 1.55 -0.27
C -5.1924 4.3744 2.5996 -0.36 0.38 -0.22
C -4.7593 5.6023 2.1604 0.82 -1.82 0.36
C -3.4951 5.4558 1.5121 -1.23 -0.63 0.93
C -3.0584 4.1574 1.5092 0.46 0.08 -1.32
C -1.8873 3.7028 0.7167 -0.20 0.21 0.50
C -1.1343 2.6368 1.2394 0.59 -0.54 0.09
N -0.0936 2.0880 0.6121 0.11 1.06 -1.28
C 0.3090 2.6574 -0.5887 -1.70 0.72 0.48
C -0.3752 3.7967 -1.1227 0.55 -0.60 1.04
C 0.1200 4.4683 -2.2590 -0.55 1.84 -0.81
C 1.2456 4.0645 -2.8709 -0.02 -0.36 -0.44
C 1.8672 2.8127 -2.4791 -1.34 0.59 1.20
C 2.9675 2.2740 -3.0672 1.92 -1.36 -1.39
C 3.4562 0.9944 -2.7651 -2.20 1.33 0.63
C 2.7660 0.3060 -1.7509 0.54 -0.55 0.15
N 1.7924 0.8172 -1.0358 -0.05 2.13 -1.13
C 1.3399 2.0777 -1.3966 0.45 -0.91 0.83
C 4.4769 0.4351 -3.5823 0.93 -0.61 -1.53
C 4.6980 0.7958 -4.9037 -0.10 -0.27 1.14
C 5.8753 0.2242 -5.4394 -0.65 0.22 -0.91
C 6.4988 -0.5883 -4.5584 0.01 -0.04 0.68
S 5.6065 -0.7768 -3.0692 0.59 0.97 -0.64
C -1.4922 4.3081 -0.4737 -0.67 -0.77 0.94
H -6.1225 4.1758 3.0741 -0.51 -0.07 0.47
H -5.2256 6.5284 2.4026 -0.40 0.43 -0.09
H -3.0140 6.3133 1.1234 0.85 0.40 -0.49
H -1.3989 2.2212 2.2350 0.23 0.08 -0.85
H -0.4450 5.4276 -2.5563 1.07 -1.67 0.26
H 1.5967 4.6183 -3.7372 0.28 -0.19 0.15
H 3.4828 2.7816 -3.8752 -0.15 0.32 0.11
H 3.0601 -0.7151 -1.5202 -0.13 0.07 0.03
H 4.0162 1.4500 -5.4222 0.08 0.03 -0.18
H 6.1456 0.3748 -6.4938 0.30 0.02 0.72
H 7.5229 -0.8895 -4.6398 0.09 -0.80 -0.04
H -2.0881 5.1041 -0.9316 0.30 -0.21 0.26
C -4.7577 0.7391 -0.7607 0.78 -1.54 -0.83
N -4.6553 -0.6729 -0.3319 0.10 0.84 0.62
C -5.4426 -1.6998 -1.0594 -0.17 1.06 0.43
C -4.0523 -0.9442 0.8428 0.61 0.55 1.22
O -3.5762 -0.1529 1.7072 -1.15 -0.82 -2.21
H -4.0065 1.3106 -0.2261 0.25 0.00 -0.26
H -5.7066 1.1385 -0.5039 -1.10 0.44 0.10
H -4.6119 0.7323 -1.8710 0.00 0.42 0.96
H -5.6570 -1.2133 -2.0024 0.11 -0.33 -0.54
H -6.4438 -1.8555 -0.6094 0.55 -0.03 0.13
H -4.9159 -2.6490 -1.1638 -0.09 0.46 0.00
H -3.9807 -2.0137 0.9917 -0.02 -0.45 0.27
F -2.5013 -3.1082 -0.3852 -0.26 -0.63 0.45
P -2.8444 -4.7464 -0.4450 0.41 -0.55 1.48
F -1.2511 -5.0628 -0.3216 0.09 -0.03 -0.11
F -3.1688 -6.3854 -0.5160 0.01 1.58 -0.34
F -2.6759 -4.6256 -1.9865 -0.46 -0.41 -1.89
F -4.4609 -4.3733 -0.5310 1.05 -0.75 0.10
F -2.9196 -4.8337 1.1472 -0.51 0.43 0.28
F -2.0080 0.0916 -7.3655 0.17 0.09 -0.21
C -1.2451 -0.4442 -6.4031 0.23 0.17 1.35
C -1.6290 -0.3248 -5.0961 -1.11 0.35 -1.07
N -0.9373 -0.9254 -4.0983 1.17 -0.64 -0.03
C -1.4378 -1.1698 -2.7404 -0.91 1.50 0.00
C -1.2047 0.1187 -1.8393 -0.53 -1.53 -1.54
O -1.5908 1.1974 -2.2981 0.32 -0.15 0.40
O -0.6652 -0.1829 -0.7543 0.28 0.08 1.13
C 0.3344 -1.4178 -4.3537 -0.64 0.38 0.97
O 1.0656 -1.7283 -3.4445 0.64 -0.50 0.28
N 0.7091 -1.5478 -5.6629 -0.47 0.11 0.02
C 0.0109 -1.1147 -6.7745 -0.53 -0.22 -1.11
O 0.4169 -1.3272 -7.9107 -0.31 0.29 0.81
H -2.5379 0.2623 -4.8022 0.93 -0.82 -0.35
H -1.0788 -2.1172 -2.3276 0.18 0.48 -0.22
H -2.5169 -1.2508 -2.8587 -0.17 -0.13 0.16
H 1.4621 -2.1987 -5.7641 0.58 0.04 -0.45
C 0.9925 -2.1362 3.6662 -0.80 0.99 0.60
C -0.3555 -1.3950 3.4678 0.54 2.32 -0.82
C -1.5306 -2.3538 3.3656 -1.08 -0.01 -0.91
C -0.3301 -0.5183 2.1253 -0.63 -1.45 2.42
C -0.6181 -0.3477 4.6050 2.11 -0.39 0.72
C -1.8246 0.3105 4.7401 -0.78 0.19 0.01
C -2.0725 1.1608 5.8239 -0.54 0.28 -0.80
C -1.1512 1.3172 6.8259 0.46 0.89 0.64
C 0.1390 0.7981 6.6646 0.55 -0.44 0.91
C 0.4245 -0.0213 5.5658 -0.76 0.00 -0.50
H 1.1990 -2.7961 2.8472 -0.03 -0.45 -0.45
H 0.8599 -2.6915 4.5863 0.31 -0.48 0.24
H 1.8545 -1.4677 3.7982 -0.32 -0.07 -0.22
H -1.2335 -3.1569 2.6518 -0.59 0.50 0.31
H -2.4329 -1.7621 2.9631 1.28 -1.20 0.53
H -1.8355 -2.8357 4.3126 0.36 0.28 -0.22
H -1.3789 -0.2478 1.8508 0.42 -0.12 -0.13
H -2.6489 0.1766 4.0288 0.51 -0.08 0.02
H -2.9739 1.7925 5.7942 0.22 -0.65 0.30
H -1.4182 1.9440 7.6959 0.36 -0.36 -0.51
H 0.9052 0.9891 7.4904 -0.99 -0.31 -1.43
H 1.4552 -0.3953 5.4400 -0.84 0.12 0.10

=====

73
Properties=species:S:1:pos:R:3:forces:R:3 method="wB97M-V/def2-TZVPD" s2=8.77 multiplicity=6 homo_energy_ev="-7.78 / -8.88" charge=0 e_above_lowest_ev=0.000
Ir -0.1785 0.0469 -0.0475 0.30 0.35 0.65
O 2.1102 3.0523 5.9293 -0.01 -0.03 0.00
C 1.6891 2.5161 4.9492 0.02 0.07 0.01
S 2.6462 1.3870 3.9606 -0.02 0.01 0.03
C 1.4220 1.0639 2.7658 -0.06 0.03 0.07
C 0.1941 1.7159 2.9308 0.07 -0.01 0.02
S -1.1300 1.5148 1.9301 -0.04 -0.07 -0.13
S 0.0515 2.7771 4.3080 0.04 -0.02 0.03
S 1.8105 -0.0022 1.5252 0.01 0.00 -0.20
O -1.7366 -1.4288 -4.1322 -0.17 0.06 -0.04
S -1.0051 -2.1845 -3.1573 0.10 0.04 0.10
O -1.6717 -3.2718 -2.4980 -0.03 0.06 -0.03
N -0.3143 -1.1650 -2.0589 0.07 -0.13 -0.04
C 1.0140 -1.1958 -2.1321 -0.03 0.09 0.00
O 1.6956 -0.5028 -1.3380 -0.11 -0.21 0.03
C 1.5651 -2.0878 -3.1779 -0.02 0.05 0.02
C 2.8848 -2.3253 -3.5120 0.02 -0.03 -0.01
C 3.1353 -3.2245 -4.5409 -0.02 -0.01 -0.01
C 2.0901 -3.8645 -5.2043 0.03 0.00 0.00
C 0.7638 -3.6252 -4.8616 0.00 0.02 0.04
C 0.5370 -2.7269 -3.8404 -0.01 -0.07 -0.10
H 3.6855 -1.8290 -2.9799 -0.02 0.00 -0.01
H 4.1563 -3.4367 -4.8293 -0.01 0.00 0.00
H 2.3150 -4.5644 -5.9983 0.00 0.00 0.00
H -0.0526 -4.1241 -5.3662 0.02 0.01 -0.01
O -5.1985 -6.0499 -0.3286 0.04 -0.03 -0.11
N -5.3722 -4.8633 -0.5177 -0.03 0.04 0.32
O -6.4172 -4.3637 -0.8839 0.01 0.03 -0.14
C -4.2531 -3.9637 -0.2264 0.02 -0.13 -0.09
C -4.3990 -2.6224 -0.4496 0.01 0.08 -0.08
C -3.3468 -1.7685 -0.1515 0.00 -0.08 -0.05
C -2.1289 -2.2330 0.4355 -0.02 0.09 0.17
O -1.2522 -1.4764 0.9689 0.01 -0.05 -0.33
C -2.0118 -3.6566 0.4890 0.02 0.10 0.11
C -3.0469 -4.4994 0.2139 -0.04 -0.11 -0.14
N -0.7056 -4.2732 0.7687 -0.08 -0.18 -0.39
O 0.2920 -3.6214 0.5486 0.04 0.09 0.07
O -0.7093 -5.4440 1.0983 0.02 0.09 0.23
N -3.5602 -0.3786 -0.4728 0.04 0.04 0.08
O -2.6256 0.4301 -0.3859 -0.06 0.00 -0.06
O -4.6576 -0.0255 -0.8420 -0.08 0.05 0.00
H -5.3181 -2.2313 -0.8574 0.00 -0.01 0.01
H -2.9170 -5.5682 0.2968 0.00 0.01 0.03
C -4.3904 0.9922 -4.7094 0.00 -0.06 0.02
O -4.1046 1.9558 -3.7032 0.09 -0.07 0.02
C -4.6693 3.1654 -3.8121 0.02 -0.07 -0.06
C -5.4931 3.5756 -4.8558 -0.05 0.01 -0.05
C -6.0546 4.8455 -4.8432 0.01 -0.01 0.02
C -5.8100 5.7228 -3.7986 0.00 -0.01 -0.03
C -4.9736 5.3229 -2.7685 0.08 0.06 0.01
C -4.3910 4.0675 -2.7843 0.10 0.28 0.11
N -3.5808 3.6739 -1.6716 -0.02 -0.09 0.02
C -2.3555 3.2018 -1.6101 -0.04 0.21 0.00
C -1.3354 3.0845 -2.5702 -0.07 -0.03 -0.05
C -1.3607 3.6019 -3.8934 -0.11 -0.03 0.10
C -0.3005 3.4209 -4.7276 0.12 -0.05 0.04
C 0.8272 2.6966 -4.2699 -0.06 0.03 -0.08
C 0.9029 2.2004 -2.9988 0.04 0.03 0.01
C -0.1652 2.4026 -2.0941 -0.24 -0.13 0.03
O -0.1008 2.0094 -0.8611 0.06 -0.06 -0.12
H -3.8961 0.0833 -4.3895 0.09 -0.09 -0.03
H -3.9907 1.3114 -5.6737 0.01 -0.01 -0.02
H -5.4659 0.8228 -4.7892 -0.01 0.00 0.01
H -5.7093 2.9009 -5.6716 0.00 0.02 0.02
H -6.6990 5.1425 -5.6604 0.01 0.00 0.01
H -6.2551 6.7078 -3.7867 0.00 -0.01 0.00
H -4.7531 5.9909 -1.9439 0.00 -0.01 -0.02
H -4.0584 3.7070 -0.7822 -0.04 -0.10 -0.01
H -2.0768 2.8788 -0.6145 0.03 0.00 0.01
H -2.2148 4.1718 -4.2319 -0.07 -0.04 0.00
H -0.3141 3.8305 -5.7280 0.01 -0.02 0.00
H 1.6577 2.5369 -4.9474 0.00 0.01 0.00
H 1.7691 1.6596 -2.6408 0.00 0.02 -0.02

=====

31
Properties=species:S:1:pos:R:3:forces:R:3 method="wB97M-V/def2-TZVPD" smiles="O=C1CC[C@H](Cc2cc(O)cc(OS(=O)(=O)O)c2)O1" multiplicity=1 homo_energy_ev=-9.09 charge=0 e_above_lowest_ev=0.714
O 2.3353 1.0683 3.8765 -3.01 -2.12 -2.25
C 1.6442 0.1458 3.3779 1.72 3.60 3.49
C 2.1563 -1.2106 3.3122 0.09 -1.19 -1.63
C 1.1602 -1.9059 2.3888 0.04 -1.81 -0.90
C -0.1221 -1.0770 2.6426 0.69 -1.31 -3.89
C -1.0395 -0.9145 1.3859 -1.66 0.07 -0.76
C -0.5701 -0.3118 0.0445 1.66 1.58 0.30
C 0.2665 0.8604 0.1593 -1.08 -1.66 0.23
C 0.7640 1.4139 -0.9911 1.38 0.93 0.11
O 1.7199 2.4111 -0.9636 -0.53 -0.26 -0.41
C 0.3803 1.0160 -2.2577 -1.29 -1.40 -0.15
C -0.5597 -0.0182 -2.3760 0.25 -0.22 2.63
O -1.2387 -0.2849 -3.5414 -1.18 2.13 -2.38
S -1.9632 1.1640 -4.0654 -1.53 2.54 1.16
O -2.6942 1.7852 -2.9435 1.48 -2.37 -2.20
O -1.1320 2.0769 -4.8215 0.71 -1.23 0.93
O -2.9583 0.6848 -5.2344 0.34 -0.99 1.56
C -0.9632 -0.7726 -1.2447 0.04 0.79 2.14
O 0.3157 0.2075 3.0609 0.69 0.20 0.77
H 3.1418 -1.1114 2.8941 0.59 -0.39 0.09
H 2.1893 -1.6572 4.3032 0.06 0.10 0.07
H 1.4155 -1.9339 1.2681 -0.05 0.47 1.69
H 1.0525 -3.0068 2.6681 -0.18 1.46 -0.31
H -0.7356 -1.6746 3.2597 -0.71 0.31 1.85
H -1.8113 -0.2116 1.8096 0.27 -0.66 -0.71
H -1.5848 -1.8700 1.0717 0.76 0.97 1.10
H 0.4869 1.2810 1.1525 -0.02 -0.23 -0.76
H 2.0576 2.5482 -0.0773 -0.11 -0.05 0.29
H 0.7288 1.5267 -3.1235 0.24 0.38 -0.44
H -2.7358 1.3523 -5.8978 -0.07 -0.07 -0.45
H -1.7067 -1.5808 -1.1379 0.41 0.41 -1.17

=====

16
Properties=species:S:1:pos:R:3:forces:R:3 method="wB97M-V/def2-TZVPD" multiplicity=1 homo_energy_ev=-8.55 charge=0 e_above_lowest_ev=4.687
C 0.8555 -1.4185 -0.8853 -0.02 -0.07 0.14
C 0.8858 0.6978 1.2364 -0.23 0.35 0.05
O 1.4469 1.8275 1.5909 -0.18 -0.05 0.09
C 0.0231 -0.2283 -1.3551 0.04 0.10 -0.26
N -0.9555 0.4154 -0.4589 0.07 -0.08 -0.01
C -1.4319 -0.2586 0.7040 -0.06 -0.20 0.12
C -0.5241 0.9305 0.8463 0.22 0.12 0.13
H 0.2435 -2.1736 -0.3786 0.09 0.02 -0.23
H 1.6242 -1.1028 -0.1757 -0.10 -0.15 -0.21
H 1.3146 -1.8854 -1.7663 -0.08 0.07 0.21
H 0.8276 2.5926 1.5460 0.10 -0.05 0.04
H -0.5520 -0.5260 -2.2374 -0.01 0.06 0.09
H 0.6944 0.5761 -1.6716 -0.06 -0.09 -0.08
H -1.0014 -1.2310 0.9327 -0.09 0.20 0.17
H -2.4834 -0.1232 0.9564 0.22 -0.03 -0.12
H -0.9674 1.9075 1.1162 0.07 -0.21 -0.14